# 1
The following is a DFT calculation (ωB97M-V with the def2-TZVPD basis set) of 2 unconnected molecules or ions with the total composition C3H7N3O in a non-equilibrium geometry.

Calculated values
energy relative to the best compared isomer or geometry (same formula, charge and spin): 74.0 kcal/mol
lowest unoccupied orbital energy: 0.75 eV
E_tot: -357.9319 a.u.
gap between HOMO and LUMO: 9.602 eV

```
! wB97M-V def2-TZVPD RIJCOSX def2/J DEFGRID3
* xyz 0 1
C -0.3683 0.8918 -1.8908
C -0.3187 0.1311 1.9861
C 0.6063 -0.5153 -0.2730
N -1.1654 0.5029 -2.6315
N 0.3483 1.4310 -0.9566
N -0.4347 -0.6197 0.7110
O 0.6195 -1.3683 -1.2874
H 0.3994 0.8709 1.7779
H -1.2538 0.5902 2.2053
H 0.0513 -0.5389 2.7284
H 1.6086 -0.2706 0.2009
H 1.2820 1.5994 -1.2530
H -1.2416 -1.2674 0.5520
H -0.1328 -1.4371 -1.8693
*
```


# 2
The following is a DFT calculation (ωB97M-V with the def2-TZVPD basis set) of C3H7N3O in the gas phase.

Calculated values
energy relative to the best compared isomer or geometry (same formula, charge and spin): 62.4 kcal/mol
lowest unoccupied orbital energy: 0.77 eV
E_tot: -357.9504 a.u.
gap between HOMO and LUMO: 9.148 eV

```
! wB97M-V def2-TZVPD RIJCOSX def2/J DEFGRID3
* xyz 0 1
C -1.0345 1.3480 0.3002
N -0.5606 0.0041 -0.0375
C -0.0206 -0.1980 -1.4413
O -0.5915 0.1347 -2.4498
N 1.1134 -0.7319 -1.0336
C 0.7920 -0.6020 0.6094
N 0.5618 -1.6532 1.3264
H -0.2100 2.0533 0.1736
H -1.3729 1.3575 1.3377
H -1.8494 1.6248 -0.3736
H -1.2491 -0.7160 0.1981
H 1.8033 -1.1667 -1.6327
H 1.4200 0.2506 0.9093
H 1.1980 -1.7053 2.1138
*
```


# 3
The following is a DFT calculation (ωB97M-V with the def2-TZVPD basis set) of C3H7N3O in the gas phase in a non-equilibrium geometry.

Calculated values
energy relative to the best compared isomer or geometry (same formula, charge and spin): 120.3 kcal/mol
SMILES: CN(N)/C=N/C=O
lowest unoccupied orbital energy: 0.01 eV
E_tot: -357.8581 a.u.
gap between HOMO and LUMO: 9.560 eV

```
! wB97M-V def2-TZVPD RIJCOSX def2/J DEFGRID3
* xyz 0 1
C -1.7318 -0.9545 0.9581
C -0.0439 0.2835 -0.3657
C 2.0292 0.3241 -0.1819
H -2.4963 -0.4789 1.4652
H -0.8664 -1.4793 1.4538
H -2.4152 -1.9131 0.8227
H -2.3022 1.5032 0.0272
H -2.3357 0.9185 -1.6396
H 0.0442 1.5125 -0.6602
H 1.6073 1.1906 -0.6332
N -1.2990 -0.1979 -0.2789
N -2.2625 0.7226 -0.5332
N 0.9231 -0.3209 0.3909
O 3.2141 -0.0748 -0.0438
*
```


# 4
The following is a DFT calculation (ωB97M-V with the def2-TZVPD basis set) of C3H7N3O in the gas phase.

Calculated values
energy relative to the best compared isomer or geometry (same formula, charge and spin): 5.1 kcal/mol
SMILES: [H]/N=C/NC(=O)NC
lowest unoccupied orbital energy: 0.81 eV
E_tot: -358.0418 a.u.
gap between HOMO and LUMO: 10.503 eV

```
! wB97M-V def2-TZVPD RIJCOSX def2/J DEFGRID3
* xyz 0 1
C 2.5109 0.3273 0.1016
N 1.1865 0.1626 0.6760
C 0.1810 -0.2676 -0.1619
O 0.3680 -0.6976 -1.2858
N -1.0878 -0.0954 0.3833
C -2.2233 -0.3037 -0.3848
N -3.3369 0.1840 -0.0188
H 2.5102 1.2178 -0.5413
H 2.8139 -0.5405 -0.4987
H 3.2307 0.4924 0.9090
H 1.1198 -0.0870 1.6531
H -1.1979 0.5672 1.1411
H -2.0184 -0.8944 -1.2804
H -4.0566 -0.0652 -0.6925
*
```


# 5
The following is a DFT calculation (ωB97M-V with the def2-TZVPD basis set) of C3H7N3O in the gas phase in a non-equilibrium geometry.

Calculated values
energy relative to the best compared isomer or geometry (same formula, charge and spin): 15.4 kcal/mol
SMILES: [H]/N=C(/N)N(C)C=O
lowest unoccupied orbital energy: 0.75 eV
E_tot: -358.0254 a.u.
gap between HOMO and LUMO: 9.887 eV

```
! wB97M-V def2-TZVPD RIJCOSX def2/J DEFGRID3
* xyz 0 1
C -1.5329 -0.6926 -0.0125
N -0.3722 0.1833 0.0125
C 0.9571 -0.3936 0.0547
N 2.0381 0.3558 -0.2538
C -0.5448 1.5198 -0.2301
N 1.1829 -1.6144 0.3961
O 0.2594 2.4332 -0.2873
H 1.9373 1.3632 -0.1563
H 2.9241 -0.0458 0.0247
H 0.3374 -2.1144 0.6594
H -1.6755 1.7551 -0.1589
H -1.2990 -1.6431 -0.4994
H -1.8514 -0.8656 1.0184
H -2.3604 -0.2408 -0.5677
*
```


# 6
The following is a DFT calculation (ωB97M-V with the def2-TZVPD basis set) of C3H7N3O in the gas phase in a non-equilibrium geometry.

Calculated values
energy relative to the best compared isomer or geometry (same formula, charge and spin): 137.4 kcal/mol
lowest unoccupied orbital energy (spin up / spin down): 0.05 / 0.84 eV
E_tot: -357.8309 a.u.
gap between HOMO and LUMO (spin up / spin down): 6.668 / 9.290 eV

```
! wB97M-V def2-TZVPD RIJCOSX def2/J DEFGRID3
* xyz 0 1
C 0.4498 0.6958 -0.2394
C -0.4280 -0.2519 -0.9610
C -0.6262 -1.7877 0.8496
N -1.3035 -0.9422 0.0317
N 1.0099 0.2123 0.7610
N 0.4087 2.1412 -0.5670
O 1.7708 0.3114 1.7114
H -1.1157 0.2245 -1.6510
H 0.2345 -1.0638 -1.5025
H -0.8570 -1.8629 1.8162
H 0.2119 -2.3485 0.4239
H -1.7726 -0.2348 0.5279
H 1.0111 2.2970 -1.3706
H 1.0063 2.6095 0.1696
*
```


# 7
The following is a DFT calculation (ωB97M-V with the def2-TZVPD basis set) of C3H7N3O in the gas phase in a non-equilibrium geometry.

Calculated values
energy relative to the best compared isomer or geometry (same formula, charge and spin): 79.2 kcal/mol
SMILES: [H]/N=C/N=C(/C)ON
lowest unoccupied orbital energy: 0.75 eV
E_tot: -357.9236 a.u.
gap between HOMO and LUMO: 10.363 eV

```
! wB97M-V def2-TZVPD RIJCOSX def2/J DEFGRID3
* xyz 0 1
C 0.4970 -2.0686 0.2247
C 0.0092 -0.6959 -0.0356
N 1.6535 1.0368 0.2787
C -1.5880 0.9705 -0.2183
O 1.0025 0.1655 -0.6605
N -1.1536 -0.2946 0.1942
N -2.6472 1.4360 0.2703
H 2.6497 0.8678 0.1520
H 1.4534 1.9920 -0.0194
H -2.9349 2.3326 -0.1163
H -0.8315 1.4472 -0.9201
H 0.8804 -2.4949 -0.7006
H 1.3207 -2.0166 0.9359
H -0.3111 -2.6777 0.6151
*
```


# 8
The following is a DFT calculation (ωB97M-V with the def2-TZVPD basis set) of a gas-phase ion, C3H7N3O (charge +2) in a non-equilibrium geometry.

Calculated values
energy relative to the best compared isomer or geometry (same formula, charge and spin): 99.4 kcal/mol
SMILES: CC#[N+]C(=[NH2+])NO
lowest unoccupied orbital energy (spin up / spin down): -10.89 / -10.89 eV
E_tot: -357.1982 a.u.
gap between HOMO and LUMO (spin up / spin down): 8.580 / 8.579 eV

```
! wB97M-V def2-TZVPD RIJCOSX def2/J DEFGRID3
* xyz 2 1
C 1.5896 0.0987 -0.1304
C -0.8471 -0.2363 0.2668
C 2.9183 0.3760 -0.2223
N 0.4625 0.2361 0.2212
N -1.7534 0.5417 -0.6097
N -1.4054 -1.1294 1.0209
O -3.0731 0.5230 -0.4144
H 3.6421 -0.2801 0.4019
H 2.9849 1.2227 0.4139
H 3.4837 0.4768 -1.2172
H -1.2726 1.2609 -1.1661
H -0.8517 -1.8020 1.5861
H -2.4387 -1.1800 0.9996
H -3.4392 -0.1082 -1.1504
*
```


# 9
The following is a DFT calculation (ωB97M-V with the def2-TZVPD basis set) of C3H7N3O2 in the gas phase in a non-equilibrium geometry.

Calculated values
energy relative to the best compared isomer or geometry (same formula, charge and spin): 193.7 kcal/mol
SMILES: C/C(=N/O)O/C=N\N
lowest unoccupied orbital energy: 0.56 eV
E_tot: -433.0140 a.u.
gap between HOMO and LUMO: 9.111 eV

```
! wB97M-V def2-TZVPD RIJCOSX def2/J DEFGRID3
* xyz 0 1
C 2.4606 -0.9047 -0.1440
C 0.9781 -0.1216 -0.0947
C -1.0541 -0.0851 1.0285
H 3.0958 -0.2390 -0.8182
H 3.1342 -0.5798 0.9276
H 2.5322 -1.9800 -0.7280
H -1.6109 0.2745 1.8246
H -0.5667 -0.5007 -1.1282
H -2.2240 -0.8227 -1.7970
H -0.3130 2.5854 -0.7718
N -1.9868 -0.5312 0.2068
N -1.5770 -1.0250 -1.0305
N 0.6859 1.0133 -0.6793
O 0.3862 -0.3242 1.0991
O -0.1623 1.7904 -0.0649
*
```


# 10
The following is a DFT calculation (ωB97M-V with the def2-TZVPD basis set) of C3H7N3O2 in the gas phase in a non-equilibrium geometry.

Calculated values
energy relative to the best compared isomer or geometry (same formula, charge and spin): 141.3 kcal/mol
lowest unoccupied orbital energy: 0.34 eV
E_tot: -433.0977 a.u.
gap between HOMO and LUMO: 9.290 eV

```
! wB97M-V def2-TZVPD RIJCOSX def2/J DEFGRID3
* xyz 0 1
C -0.0904 0.0788 0.0015
C -2.6181 -0.1860 -0.4486
C -1.4957 0.2502 0.5640
N 3.9253 -0.4180 0.1636
N 2.6765 -0.0527 0.1877
N 1.9600 0.9167 -0.4628
O 0.3543 -0.9532 -0.4266
O 0.7156 1.1566 0.0516
H -2.7416 0.3472 -1.3069
H -2.4859 -1.2281 -0.8765
H -3.6833 -0.2119 -0.0418
H -1.7108 1.2476 0.7913
H -1.4482 -0.4090 1.4223
H 4.4404 0.0895 -0.5606
H 2.2019 -0.6276 0.9417
*
```


# 11
The following is a DFT calculation (ωB97M-V with the def2-TZVPD basis set) of a molecular structure, C3H7N3O2 in a non-equilibrium geometry.

Calculated values
energy relative to the best compared isomer or geometry (same formula, charge and spin): 132.8 kcal/mol
lowest unoccupied orbital energy: 0.43 eV
E_tot: -433.1111 a.u.
gap between HOMO and LUMO: 9.122 eV

```
! wB97M-V def2-TZVPD RIJCOSX def2/J DEFGRID3
* xyz 0 1
C -1.1768 -0.3949 -1.1880
C -0.7057 -0.8234 0.1715
N 1.1528 -0.9823 0.1104
O -1.2259 -1.5999 0.9232
H 1.4233 -1.6321 0.8460
H 1.5984 -1.2362 -0.7675
H -2.1446 0.0925 -1.0828
H -1.2915 -1.2789 -1.8166
H -0.4808 0.3074 -1.6441
N -0.1555 0.7208 0.9802
O -0.5066 2.0424 0.6931
C 1.3666 0.4705 0.4379
N 2.0552 1.3500 0.0129
H 0.3525 2.3893 0.3374
H -0.2614 0.5748 1.9864
*
```


# 12
The following is a DFT calculation (ωB97M-V with the def2-TZVPD basis set) of C3H7N3O2 in the gas phase in a non-equilibrium geometry.

Calculated values
energy relative to the best compared isomer or geometry (same formula, charge and spin): 83.6 kcal/mol
SMILES: [H]/N=C(/N)ONC(C)=O
lowest unoccupied orbital energy: 0.66 eV
E_tot: -433.1895 a.u.
gap between HOMO and LUMO: 10.497 eV

```
! wB97M-V def2-TZVPD RIJCOSX def2/J DEFGRID3
* xyz 0 1
C 2.2087 1.2405 0.4824
C 1.7331 -0.0793 -0.0540
C -1.7005 -0.0656 0.1100
H 2.1126 1.1994 1.5898
H 3.2580 1.2447 0.1836
H 1.5749 1.9958 -0.0164
H 0.3128 -1.1712 -0.7984
H -3.1275 1.4294 -0.3201
H -3.5742 -0.1771 0.1697
H -0.5990 -1.4957 0.3536
N 0.5326 -0.1879 -0.7521
N -2.8588 0.6192 0.1914
N -1.6035 -1.2745 0.5068
O 2.4513 -1.0537 0.0392
O -0.6885 0.5917 -0.5410
*
```


# 13
The following is a DFT calculation (ωB97M-V with the def2-TZVPD basis set) of C3H7N3O2 in the gas phase in a non-equilibrium geometry.

Calculated values
energy relative to the best compared isomer or geometry (same formula, charge and spin): 92.4 kcal/mol
SMILES: N/N=C/NCC(=O)O
lowest unoccupied orbital energy: 0.82 eV
E_tot: -433.1755 a.u.
gap between HOMO and LUMO: 10.440 eV

```
! wB97M-V def2-TZVPD RIJCOSX def2/J DEFGRID3
* xyz 0 1
C -0.8854 0.7507 -0.6287
C 1.3517 0.6495 0.7038
C 1.8499 -0.5464 -0.0464
H -3.1008 -0.6947 0.6554
H -2.3523 -1.8037 -0.3789
H -1.5288 1.0854 -1.5381
H 0.8254 1.9815 -0.9742
H 1.0359 0.2099 1.7597
H 2.0459 1.4501 0.8939
H 0.1182 -1.3220 0.4275
N -2.5154 -0.7775 -0.1713
N -1.1480 -0.2601 0.0810
N 0.3288 1.4210 -0.0846
O 1.0327 -1.5813 0.0113
O 2.9421 -0.5626 -0.7104
*
```


# 14
The following is a DFT calculation (ωB97M-V with the def2-TZVPD basis set) of a molecular structure, C3H7N3O2S2 in a non-equilibrium geometry.

Calculated values
energy relative to the best compared isomer or geometry (same formula, charge and spin): 29.6 kcal/mol
lowest unoccupied orbital energy (spin up / spin down): 0.22 / 0.22 eV
E_tot: -1229.4756 a.u.
gap between HOMO and LUMO (spin up / spin down): 7.272 / 7.270 eV

```
! wB97M-V def2-TZVPD RIJCOSX def2/J DEFGRID3
* xyz 0 1
C -1.4760 -1.6271 -0.3478
C -1.0812 0.9088 -0.1892
C -0.8931 2.4000 -0.0853
N -0.2017 -1.2079 -0.1544
N -0.0349 0.1087 -0.1475
N 2.0557 -1.4629 0.8880
O 2.2632 -0.3281 -1.4435
O 2.3879 1.0319 0.6776
S -2.5571 -0.0611 -0.3709
S 1.8617 -0.0956 -0.0296
H -1.6204 -2.0835 -1.3065
H -1.6414 -2.2962 0.4805
H -0.8648 2.8016 -1.0527
H 0.0684 2.5512 0.4731
H -1.6665 2.9545 0.4209
H 1.7288 -2.2139 0.2890
H 1.6714 -1.3803 1.8981
*
```


# 15
The following is a DFT calculation (ωB97M-V with the def2-TZVPD basis set) of C3H7N3O4 in the gas phase in a non-equilibrium geometry.

Calculated values
energy relative to the best compared isomer or geometry (same formula, charge and spin): 70.5 kcal/mol
SMILES: N[C@@H](CN(O)N=O)C(=O)O
lowest unoccupied orbital energy: 0.14 eV
E_tot: -583.6252 a.u.
gap between HOMO and LUMO: 10.222 eV

```
! wB97M-V def2-TZVPD RIJCOSX def2/J DEFGRID3
* xyz 0 1
C -1.1352 0.9066 -0.2941
C 0.2873 1.0291 -0.8852
C -1.6485 -0.5516 -0.3582
H -1.1628 2.3717 1.1348
H -0.4498 0.9047 1.5982
H -1.8170 1.4495 -0.9668
H 0.6866 2.0383 -0.7386
H 0.2367 0.8451 -1.9100
H 2.9626 -0.4357 -0.3376
H -2.3502 -0.0514 1.2075
N -1.1624 1.3603 1.0742
N 1.2085 0.0913 -0.2967
N 1.3169 -0.3219 0.9348
O 2.4874 0.2261 -0.9122
O 2.3221 -0.9805 1.1408
O -2.5081 -0.8165 0.6331
O -1.3848 -1.3460 -1.2054
*
```


# 16
The following is a DFT calculation (ωB97M-V with the def2-TZVPD basis set) of C3H7N3OS in the gas phase in a non-equilibrium geometry.

Calculated values
energy relative to the best compared isomer or geometry (same formula, charge and spin): 90.8 kcal/mol
SMILES: N[C@H]1CON=C1NS
lowest unoccupied orbital energy: 0.49 eV
E_tot: -756.0896 a.u.
gap between HOMO and LUMO: 9.334 eV

```
! wB97M-V def2-TZVPD RIJCOSX def2/J DEFGRID3
* xyz 0 1
C 1.3172 0.7577 -0.5571
C 2.2932 -0.4611 -0.5620
C 0.0335 -0.0759 -0.1928
H 0.6040 2.2480 0.6265
H 1.4285 1.3264 1.5930
H 1.2955 1.4720 -1.4418
H 3.2738 -0.1688 -0.2723
H 2.3700 -0.9367 -1.5534
H -1.3062 1.3991 -0.8032
H -2.9639 0.0930 1.2778
N 1.4701 1.6804 0.6592
N 0.3368 -1.2494 0.3993
N -1.2555 0.6321 -0.1968
O 1.7690 -1.3245 0.4381
S -2.7861 -0.2252 -0.0683
*
```


# 17
The following is a DFT calculation (ωB97M-V with the def2-TZVPD basis set) of C3H7N3OS in the gas phase.

Calculated values
energy relative to the best compared isomer or geometry (same formula, charge and spin): 46.0 kcal/mol
SMILES: [H]/N=C(\CO)NNC=S
lowest unoccupied orbital energy: 0.52 eV
E_tot: -756.1610 a.u.
gap between HOMO and LUMO: 9.097 eV

```
! wB97M-V def2-TZVPD RIJCOSX def2/J DEFGRID3
* xyz 0 1
C -0.8680 0.9585 0.5914
C -1.0788 -0.4588 0.1046
C 2.3528 -0.6267 0.1825
H -1.3006 1.8687 -1.0828
H -0.0314 1.0266 1.3057
H -1.8027 1.2915 1.0721
H -2.9370 -0.4959 0.3352
H -0.0699 -1.9057 -0.9343
H 1.1887 0.4059 -1.1360
H 2.1905 -1.4435 0.8882
N -2.1844 -1.0612 -0.0420
N 0.0806 -1.1411 -0.2836
N 1.2384 -0.4184 -0.5279
O -0.5263 1.8027 -0.4958
S 3.7481 0.1973 0.0226
*
```


# 18
The following is a DFT calculation (ωB97M-V with the def2-TZVPD basis set) of C3H7N3OS in the gas phase in a non-equilibrium geometry.

Calculated values
energy relative to the best compared isomer or geometry (same formula, charge and spin): 63.3 kcal/mol
SMILES: [H]/N=C\NOCC(N)=S
lowest unoccupied orbital energy: 0.65 eV
E_tot: -756.1335 a.u.
gap between HOMO and LUMO: 9.254 eV

```
! wB97M-V def2-TZVPD RIJCOSX def2/J DEFGRID3
* xyz 0 1
C 2.2021 0.1092 -0.0822
C 0.9271 -0.6605 0.2061
C -2.2407 -0.1854 -0.5748
H 1.0837 1.8212 0.0356
H 2.8412 2.0163 -0.2689
H 0.7757 -1.2932 -0.6873
H 1.1373 -1.3013 1.0243
H -1.7402 -0.3325 1.4304
H -1.7499 0.0450 -1.5518
H -3.8234 -0.4845 0.4192
N 2.0367 1.4316 -0.0832
N -1.3868 -0.4259 0.5028
N -3.4955 -0.2526 -0.5073
O -0.1627 0.2624 0.3867
S 3.5957 -0.7498 -0.2494
*
```